Record 1
C17H22N4O3S2 | ωB97M-V/def2-TZVPD

```
48
Properties=species:S:1:pos:R:3
S 1.29376 3.05638 -0.68171
S 1.91465 -1.79412 -0.30044
O -2.42790 -3.47814 0.22008
O -3.28845 1.44727 0.22773
O 3.10637 0.63234 1.58450
N 0.01269 -0.63334 -1.48305
N 0.61751 1.36349 1.04737
N -0.51615 -2.57707 -0.05135
N -1.29343 2.08654 -0.21575
C 2.57520 0.04870 -0.58358
C -0.53682 -1.48813 3.47768
C 0.28589 -0.44707 2.81707
C -1.77438 -2.67261 -0.34686
C -1.86550 1.26621 0.47384
C 2.80194 0.83001 0.47340
C -0.09226 0.16626 -4.34787
C 0.16212 -2.45481 4.24926
C -1.99264 0.11652 -2.91914
C -0.21197 0.47564 1.81669
C -2.49843 -1.50260 -1.27977
C -0.86463 0.93930 -3.39171
C -1.65845 0.65142 1.56056
C 2.60212 2.35622 0.16555
C 0.21473 1.95978 0.05837
C -1.54918 -0.67402 -1.82424
C 0.44883 -1.45442 -0.52293
H -1.46954 -0.81105 4.14119
H 0.36183 -0.79442 -3.79237
H -3.39335 -1.56660 -1.57027
H -0.13289 -2.94224 0.63227
H 0.58423 0.59967 -4.89627
H 0.82250 0.14677 3.45326
H 0.67067 -1.84052 5.08236
H 3.55450 2.66866 -0.43634
H -1.31861 2.82838 -0.72490
H -2.49261 1.03534 -2.32539
H -2.67396 -0.22948 -3.59993
H -0.80750 -0.35717 -5.15871
H -0.28269 -3.09431 4.94955
H 1.35547 -0.94702 2.38704
H 2.92900 2.90472 1.22164
H 1.12446 -3.06093 3.72830
H 1.85956 0.55749 -1.34201
H 3.33140 -0.08237 -1.06102
H -0.17539 1.43508 -2.75427
H -1.01612 -2.05092 2.67339
H -2.39707 -0.00413 2.01496
H -1.22597 1.75923 -3.92688
```

The total energy comes out at -1901.54576 a.u. Its gap between HOMO and LUMO is 7.50 eV. Its LUMO energy is -0.683 eV. As for the HOMO energy: -8.18 eV. As for the SMILES: CCCc1cc(=O)[nH]c(SCC(=O)CSc2nc(CCC)cc(=O)[nH]2)n1.



Record 2
C17H22N4O4 | ωB97M-V/def2-TZVPD

```
47
Properties=species:S:1:pos:R:3
O 4.40933 -3.20377 0.05889
O 0.39523 0.53829 -2.55167
O 2.63439 -4.04240 -0.81242
O -2.80436 -1.37991 -0.23350
N 0.42221 -2.69209 -0.82917
N 0.57669 1.40178 1.70890
N 3.21745 -3.14218 -0.19979
N -0.32851 2.27779 -0.47977
C -1.94635 -2.42576 -0.27102
C -0.86651 1.47673 1.74503
C 0.61985 3.22776 0.07078
C -2.20373 -3.27480 0.76385
C -3.61619 -1.56770 0.82399
C -3.29248 -2.71400 1.47700
C -1.43551 2.06792 0.43258
C 0.29065 1.91345 -2.80651
C 2.49440 -2.01605 0.21821
C 3.18545 -1.04124 0.95572
C 0.51245 -0.65485 0.42040
C 1.11827 -1.81715 -0.07955
C 2.57485 0.09189 1.40623
C 1.13296 2.70907 1.44039
C 1.20032 0.29899 1.15470
C -0.71426 2.56786 -1.84945
C -0.90426 -2.45897 -1.34826
H 0.82014 3.38217 2.24390
H 0.94191 -3.50876 -1.13748
H -0.94099 -1.51312 -1.90412
H -1.12283 -3.27265 -2.04438
H -0.52829 -0.50105 0.20876
H 1.45163 3.31968 -0.62940
H 1.27485 2.39508 -2.71242
H -2.13524 1.36812 -0.02848
H -1.68257 -4.18174 0.98995
H 3.13047 0.80418 1.99357
H -3.76420 -3.11356 2.35078
H -4.37183 -0.82784 0.99877
H 4.22783 -1.22639 1.16561
H -0.78292 3.64779 -2.04998
H 2.21965 2.65839 1.44024
H 0.54714 0.44379 -1.59748
H -1.69450 2.12238 -2.03302
H -1.97866 3.00667 0.64007
H -1.27114 0.48582 1.94901
H -1.12776 2.12225 2.58986
H 0.16341 4.22734 0.18954
H -0.04848 2.02081 -3.83886
```

The total energy comes out at -1180.85984 a.u. Its gap between HOMO and LUMO is 8.05 eV. Its LUMO energy is -0.028 eV. As for the HOMO energy: -8.08 eV. As for the SMILES: O=[N+]([O-])c1ccc(N2CCN(CCO)CC2)cc1NCc1ccco1.



Record 3
C17H22N4O4S | ωB97M-V/def2-TZVPD

```
48
Properties=species:S:1:pos:R:3
S -2.14933 1.63232 0.99925
O 0.88037 0.37635 1.93186
O 3.87982 -1.47975 -2.12118
O -3.53841 2.01057 0.25853
O -1.04983 1.04845 0.13490
N -0.17758 2.49189 2.54267
N -1.06055 4.22953 3.42253
N -2.66961 0.26303 2.01142
N 0.84639 -1.38964 0.15836
C 1.98737 -0.34789 -1.91374
C -2.12853 3.83932 2.53178
C -1.02373 -1.44710 1.76331
C -1.52849 2.59577 2.10556
C -1.84272 -1.80000 0.64297
C 0.28803 -0.76370 1.14031
C 2.13637 -0.62990 -0.32138
C -3.97933 -0.64912 1.41421
C -3.19923 -1.96379 1.06183
C 0.86226 0.39926 -2.36877
C 1.00205 0.69594 -3.52592
C 1.86607 0.30740 -4.48821
C 2.96276 -0.70457 -2.69631
C 2.85251 -0.22469 -4.14286
C -1.83025 -0.36558 2.55981
C 5.08062 -1.90676 -2.96835
C -0.11912 3.55900 3.29946
H -3.01759 4.37057 2.55918
H 2.47260 0.23194 0.41731
H -3.98043 -2.36035 0.25853
H -1.85359 -1.01942 -0.35467
H 4.70053 -2.42304 -3.70073
H -3.31885 -2.49793 1.85658
H 0.28122 0.68957 -1.58748
H 3.11395 -1.63803 -0.12922
H 1.66696 0.44954 -5.67731
H -1.63919 -2.85540 0.14016
H 5.58666 -0.93752 -3.45342
H 0.46013 -2.03707 -0.38833
H 3.52234 -0.64102 -4.68095
H -4.57901 -0.58291 2.17706
H -2.38671 -0.92361 3.33930
H 5.69052 -2.35051 -2.33853
H 0.13890 1.81726 2.01914
H 0.05360 1.34087 -3.94293
H -4.38174 -0.17924 0.60796
H 0.76456 3.90264 3.80363
H -0.67666 -2.28982 2.31239
H -0.96610 0.15713 3.33027
```

The total energy comes out at -1578.49623 a.u. Its gap between HOMO and LUMO is 8.73 eV. Its LUMO energy is 0.374 eV. As for the HOMO energy: -8.36 eV.



Repeat the third record exactly.
C17H22N4O4S | ωB97M-V/def2-TZVPD

```
48
Properties=species:S:1:pos:R:3
S -2.14933 1.63232 0.99925
O 0.88037 0.37635 1.93186
O 3.87982 -1.47975 -2.12118
O -3.53841 2.01057 0.25853
O -1.04983 1.04845 0.13490
N -0.17758 2.49189 2.54267
N -1.06055 4.22953 3.42253
N -2.66961 0.26303 2.01142
N 0.84639 -1.38964 0.15836
C 1.98737 -0.34789 -1.91374
C -2.12853 3.83932 2.53178
C -1.02373 -1.44710 1.76331
C -1.52849 2.59577 2.10556
C -1.84272 -1.80000 0.64297
C 0.28803 -0.76370 1.14031
C 2.13637 -0.62990 -0.32138
C -3.97933 -0.64912 1.41421
C -3.19923 -1.96379 1.06183
C 0.86226 0.39926 -2.36877
C 1.00205 0.69594 -3.52592
C 1.86607 0.30740 -4.48821
C 2.96276 -0.70457 -2.69631
C 2.85251 -0.22469 -4.14286
C -1.83025 -0.36558 2.55981
C 5.08062 -1.90676 -2.96835
C -0.11912 3.55900 3.29946
H -3.01759 4.37057 2.55918
H 2.47260 0.23194 0.41731
H -3.98043 -2.36035 0.25853
H -1.85359 -1.01942 -0.35467
H 4.70053 -2.42304 -3.70073
H -3.31885 -2.49793 1.85658
H 0.28122 0.68957 -1.58748
H 3.11395 -1.63803 -0.12922
H 1.66696 0.44954 -5.67731
H -1.63919 -2.85540 0.14016
H 5.58666 -0.93752 -3.45342
H 0.46013 -2.03707 -0.38833
H 3.52234 -0.64102 -4.68095
H -4.57901 -0.58291 2.17706
H -2.38671 -0.92361 3.33930
H 5.69052 -2.35051 -2.33853
H 0.13890 1.81726 2.01914
H 0.05360 1.34087 -3.94293
H -4.38174 -0.17924 0.60796
H 0.76456 3.90264 3.80363
H -0.67666 -2.28982 2.31239
H -0.96610 0.15713 3.33027
```

The total energy comes out at -1578.49623 a.u. Its gap between HOMO and LUMO is 8.73 eV. Its LUMO energy is 0.374 eV. As for the HOMO energy: -8.36 eV.



Which of these has the highest LUMO energy? C17H22N4O4S



Which value of HOMO energy does entry 3 give? -8.36 eV